[1]
The following is a quantum chemistry calculation of a structure of composition H24KrO12, from the OMol25 dataset.

XYZ file:
```
37
Properties=species:S:1:pos:R:3:forces:R:3
Kr -0.191462 -0.077998 0.450688 -0.167 -0.076 -0.191
O 0.672368 2.420032 2.333508 -0.305 -0.028 0.399
H 1.070188 2.441122 1.463148 0.234 0.247 -0.847
H 1.389958 2.179672 2.919618 -0.004 -0.041 0.341
O -0.238872 -3.873198 -0.276932 0.075 -0.080 -0.373
H 0.433378 -3.928878 0.402188 0.283 -0.030 0.114
H -0.810322 -3.160478 0.008918 -0.421 0.275 0.325
O -1.450052 -1.694008 3.530888 0.339 -0.071 0.068
H -1.965972 -1.038168 3.061918 -0.181 0.242 -0.152
H -1.769152 -2.532998 3.198458 -0.243 -0.263 -0.077
O 3.326138 1.212172 -1.629502 -0.080 0.229 -0.467
H 4.279068 1.231482 -1.717752 0.196 0.134 -0.071
H 3.163158 0.586922 -0.923292 -0.040 -0.698 0.440
O -0.973522 -2.149428 -2.594862 -0.359 0.149 0.007
H -0.348352 -2.648598 -2.069292 0.512 -0.322 0.367
H -0.943992 -2.561418 -3.458352 -0.081 -0.166 -0.238
O 1.419778 -1.460898 2.968028 0.715 0.092 -0.283
H 1.473108 -2.199068 3.575068 0.041 -0.083 0.233
H 0.542438 -1.523598 2.590438 -0.518 0.129 0.150
O -2.455522 1.941732 -1.608432 -0.278 -0.515 -0.505
H -1.656282 2.175532 -2.080442 0.153 -0.035 -0.275
H -2.383572 2.401722 -0.772092 0.145 0.373 0.571
O 1.509638 2.800522 -0.389392 -0.498 0.360 0.641
H 2.078158 2.272582 -0.950022 0.713 -0.318 -0.516
H 0.856758 3.166332 -0.986182 -0.232 0.186 -0.018
O -2.804982 -2.034428 -0.389192 -0.130 -0.335 0.718
H -2.245972 -2.269538 -1.129782 0.027 0.067 -0.714
H -3.245902 -1.231438 -0.666742 -0.032 0.306 -0.087
O -1.934422 3.262002 0.821218 -0.237 0.149 -0.317
H -1.165722 2.850382 1.216058 0.492 -0.123 0.379
H -2.657962 3.025572 1.401588 -0.207 0.033 0.222
O 3.062978 0.039232 0.880528 0.389 0.173 -0.331
H 2.729598 -0.463718 1.623588 -0.355 -0.522 0.409
H 2.896618 0.952302 1.114758 -0.028 0.306 0.106
O -0.333262 0.279612 -3.912792 0.186 0.529 -0.166
H -0.523092 -0.153018 -4.745282 -0.026 0.018 -0.212
H -0.804922 -0.238068 -3.260282 -0.074 -0.294 0.350
```
Positions in Å, forces in eV/Å.

Values from the calculation:
DFT total energy = -3670.89819 Ha
Energy above the lowest of the compared OMol25 structures with the same formula, charge and spin = 13.4 kcal per mole
Gap between HOMO and LUMO = 10.85 eV

***

[2]
The following is a quantum chemistry calculation of a cluster of 2 separate species, C3H8NO3 in total, from the OMol25 dataset.

XYZ file:
```
15
Properties=species:S:1:pos:R:3:forces:R:3
C 1.242876 0.249588 0.273692 0.336 -0.098 0.521
O 2.527856 0.186112 0.635940 0.003 -0.011 -0.113
C 0.424203 1.268186 1.104910 0.131 0.031 -0.174
N -1.005954 1.240092 0.783191 -0.224 -0.199 -0.365
H 1.094513 0.516144 -0.811894 -0.246 0.002 -0.054
H 0.685554 -0.727295 0.432867 -0.100 -0.024 -0.202
H 0.555222 0.988223 2.150164 0.047 0.036 0.095
H 0.907495 2.243067 0.950451 -0.080 0.051 0.042
H -1.531892 2.015841 1.163984 0.164 0.073 -0.007
H -1.142582 1.238552 -0.227370 0.030 0.020 0.261
O -1.768556 -0.817340 -1.845496 -0.100 -0.298 -0.051
C -0.878064 -1.565174 -1.567498 -0.223 0.385 -0.399
O -1.028119 -2.580816 -0.695401 0.063 0.069 0.211
H 0.091277 -1.521038 -2.082825 0.183 -0.005 0.345
H -0.173830 -2.734145 -0.264717 0.014 -0.033 -0.111
```
Positions in Å, forces in eV/Å.

Values from the calculation:
DFT total energy = -399.56404 Ha
Energy above the lowest of the compared OMol25 structures with the same formula, charge and spin = 71.4 kcal per mole
Gap between HOMO and LUMO = 6.05 eV
Net charge = -1

***

[3]
The following is a quantum chemistry calculation of a cluster of 2 separate species, C3H5NO in total in a non-equilibrium geometry, from the OMol25 dataset.

XYZ file:
```
10
Properties=species:S:1:pos:R:3:forces:R:3
C -2.632621 0.611660 -0.538271 -1.098 -0.608 0.588
C 1.533420 0.401681 0.174557 -1.385 -1.351 0.014
C 1.093688 -1.084030 0.169692 -1.222 2.480 -3.777
N 0.475185 1.137410 0.004741 -1.880 1.350 -0.691
O -3.449144 0.048322 0.007682 0.808 0.567 -0.603
H -0.567814 0.948440 -0.129639 1.896 -0.916 0.264
H 1.217012 -1.450127 1.087157 1.387 -1.879 3.642
H 1.825406 -1.444607 -0.601009 -1.116 -0.658 0.757
H -0.055460 -1.287187 0.009845 1.960 0.448 -0.524
H 0.560332 2.118441 -0.184753 0.650 0.565 0.330
```
Positions in Å, forces in eV/Å.

Values from the calculation:
DFT total energy = -247.19715 Ha
Energy above the lowest of the compared OMol25 structures with the same formula, charge and spin = 69.1 kcal per mole
Gap between HOMO and LUMO = 8.92 eV

***

[4]
The following is a quantum chemistry calculation of a cluster of 2 separate species, CH6NO2 in total in a non-equilibrium geometry, from the OMol25 dataset.

XYZ file:
```
10
Properties=species:S:1:pos:R:3:forces:R:3
O 0.555932 0.683823 -1.663370 1.289 1.253 1.364
H 0.010545 0.156561 -2.192834 -1.223 -0.921 -1.689
H 0.925208 1.380021 -2.220047 -0.126 -0.157 -0.091
H -0.351447 1.081962 1.972820 4.074 3.291 1.601
C -0.721994 -0.305716 0.852846 -1.668 -0.422 0.143
N 0.455769 -0.769103 0.531697 -0.748 -1.517 -1.636
O -1.045194 0.544239 1.824235 -2.799 -4.147 -2.756
H -1.674298 -0.693375 0.293076 2.124 0.726 0.947
H 1.386117 -0.736741 0.988105 -1.075 0.663 -0.089
H 0.459362 -1.341671 -0.386527 0.152 1.232 2.207
```
Positions in Å, forces in eV/Å.

Values from the calculation:
DFT total energy = -246.64542 Ha
Energy above the lowest of the compared OMol25 structures with the same formula, charge and spin = 36.6 kcal per mole
Gap between HOMO and LUMO = 11.54 eV
Net charge = +1

***

[5]
The following is a quantum chemistry calculation of a cluster of 2 separate species, H3OS2 in total in a non-equilibrium geometry, from the OMol25 dataset.

XYZ file:
```
6
Properties=species:S:1:pos:R:3:forces:R:3
O 1.858372 0.572195 1.054772 -0.574 -1.898 -0.746
H 1.267695 -0.180593 0.719373 0.774 1.212 0.978
S -1.448067 -0.284368 0.691906 0.109 0.177 0.339
S -1.802471 -0.035965 -1.331309 0.906 -2.300 -0.690
H 1.412841 1.279181 0.600481 -0.331 0.725 -0.110
H -1.288370 -1.350449 -1.735222 -0.884 2.084 0.229
```
Positions in Å, forces in eV/Å.

Values from the calculation:
DFT total energy = -873.45324 Ha
Energy above the lowest of the compared OMol25 structures with the same formula, charge and spin = 8.9 kcal per mole
Gap between HOMO and LUMO = 6.14 eV
Net charge = -1

***

[6]
The following is a quantum chemistry calculation of an isolated molecule of C5H6N4O in a non-equilibrium geometry, from the OMol25 dataset.

XYZ file:
```
16
Properties=species:S:1:pos:R:3:forces:R:3
C 2.330275 0.112172 -0.573321 2.058 -1.301 -0.422
C -2.510821 -0.817989 0.837688 1.508 0.079 -4.648
C 0.128611 0.702557 -0.194168 -6.280 -0.882 1.521
C 2.583226 -1.188378 0.132711 -1.171 3.753 -1.502
C -1.779737 -0.900149 -0.433417 3.450 2.123 2.437
N 3.354549 -0.278364 0.519657 -0.447 -0.005 -0.576
N -2.857087 -0.041138 -0.068725 -1.821 2.047 -0.083
N -0.630710 1.733148 0.419236 4.712 2.219 -0.558
N -0.390766 -0.437445 -0.536802 1.490 0.581 -0.118
O 1.369110 1.066444 -0.159332 2.678 -0.784 -0.637
H 2.736350 0.328552 -1.623545 -0.671 -0.338 1.864
H -2.807521 -1.026750 1.750784 -1.164 -1.055 4.357
H 2.098986 -2.103524 0.267560 -0.006 -1.490 0.491
H -1.923877 -1.591364 -1.155896 -0.777 -2.310 -1.951
H -1.597932 1.753452 0.431848 -1.849 -0.126 -0.412
H -0.102656 2.688782 0.385729 -1.710 -2.509 0.238
```
Positions in Å, forces in eV/Å.

Values from the calculation:
DFT total energy = -488.20060 Ha
Energy above the lowest of the compared OMol25 structures with the same formula, charge and spin = 140.7 kcal per mole
Gap between HOMO and LUMO = 9.71 eV
SMILES = N/C(=N\[C@H]1C=N1)O[C@@H]1C=N1

***

[7]
The following is a quantum chemistry calculation of a structure of composition C18H22N5O4S2V in a non-equilibrium geometry, from the OMol25 dataset.

XYZ file:
```
52
Properties=species:S:1:pos:R:3:forces:R:3
V -0.069283 0.351491 1.264288 -1.987 -1.316 0.662
N 1.791799 5.218318 -4.401532 -0.035 -0.154 0.115
C 1.408302 4.114797 -3.693778 0.041 0.206 -0.090
C 0.524012 4.239027 -2.609279 -0.034 0.061 0.024
C 0.155778 3.133533 -1.876864 0.106 -0.108 -0.119
C 0.663707 1.880529 -2.223630 0.134 0.322 -0.214
C 1.548876 1.739216 -3.295861 -0.080 -0.019 0.042
C 1.914181 2.846803 -4.022334 0.058 -0.003 -0.070
S 0.308560 0.483409 -1.298887 -0.034 -0.258 -0.038
O 0.304496 -0.689599 -2.113295 -0.108 -0.040 -0.049
O -0.957198 0.775010 -0.525358 0.647 0.190 -0.720
N 1.388373 0.454929 -0.101559 0.813 -0.905 0.073
C 2.007528 -0.628731 0.540722 -0.058 0.223 -0.299
N 1.592959 -0.702420 1.846016 0.909 -0.562 -0.379
C 2.224614 -1.572735 2.645801 -0.359 0.503 0.048
C 3.214088 -2.389532 2.167776 0.211 -0.163 -0.054
C 3.485528 -2.307853 0.808793 0.041 0.076 -0.282
N 2.896366 -1.436547 -0.011149 0.051 0.039 0.063
H 1.315451 6.090890 -4.266247 -0.017 0.003 0.009
H 2.300360 5.112603 -5.259998 0.000 -0.025 -0.011
H 0.130029 5.216614 -2.350849 0.026 -0.086 -0.028
H -0.532624 3.236037 -1.049830 -0.009 -0.037 0.012
H 1.935658 0.759658 -3.557966 -0.054 0.103 0.048
H 2.598195 2.744422 -4.857310 -0.046 0.006 0.042
H 1.907300 -1.602606 3.679806 -0.044 0.020 0.043
H 3.739623 -3.078164 2.813279 -0.026 0.012 -0.041
H 4.218342 -2.968168 0.355699 -0.046 0.048 -0.020
O 0.805696 2.877588 2.711028 0.138 0.124 0.113
C 0.497644 1.941592 2.158972 0.322 1.693 0.730
S -3.425835 -0.412933 4.311203 -0.242 -0.129 0.193
C -3.745513 0.976898 3.376639 -0.099 0.084 0.075
C -2.747911 1.169954 2.488247 0.362 -0.266 -0.070
N -1.734345 0.217892 2.536118 -0.935 0.359 0.472
C -1.993542 -0.672821 3.461108 0.203 0.003 -0.162
H -4.633196 1.573102 3.525809 0.089 -0.058 -0.018
H -2.698953 1.962255 1.756821 0.047 0.014 0.001
H -1.352275 -1.519822 3.660769 -0.009 0.049 -0.005
C -3.082694 -1.122227 -0.362463 -0.222 -0.015 -0.186
C -2.401134 -2.293639 0.289017 0.009 0.161 0.047
O -1.064579 -1.970486 0.708037 0.460 -0.033 0.081
C -0.316248 -3.182294 0.930787 -0.206 0.065 -0.216
C 0.259391 -3.747964 -0.349908 0.016 -0.123 -0.096
H -4.086320 -1.440734 -0.652006 0.000 0.042 0.008
H -2.548841 -0.799155 -1.255222 -0.108 -0.091 0.085
H -3.178946 -0.268086 0.308342 0.004 -0.095 -0.048
H -2.353322 -3.128608 -0.410029 0.009 -0.017 -0.052
H -2.955442 -2.632230 1.169505 -0.048 -0.029 0.078
H -0.966921 -3.907952 1.425415 -0.056 -0.035 0.029
H 0.475657 -2.943784 1.623912 0.173 0.103 0.164
H -0.515973 -4.147094 -1.005314 0.039 0.021 0.022
H 0.943731 -4.567577 -0.112361 -0.059 0.045 -0.022
H 0.804853 -2.982808 -0.900882 0.008 -0.006 0.012
```
Positions in Å, forces in eV/Å.

Values from the calculation:
DFT total energy = -3014.05011 Ha
Energy above the lowest of the compared OMol25 structures with the same formula, charge and spin = 6.9 kcal per mole
Gap between HOMO and LUMO (spin up / spin down) = 8.02 / 7.54 eV
Net charge = +1
Multiplicity = 4